The following is a DFT calculation (ωB97M-V/def2-TZVPD) of C3H14CuNOS as an isolated structure at a distorted geometry.

Calculated values
Energy above the lowest of the compared OMol25 structures with the same formula, charge and spin ... 91.6 kcal/mol
HOMO-LUMO gap (spin up / spin down) ... 0.1120 / 0.0740 Eh
Molar mass ... 175.8 Da
E_LUMO (spin up / spin down) ... 2.069 / 2.099 eV
Net charge ... -1
Spin multiplicity ... 2

Geometry as XYZ:
```
21
Properties=species:S:1:pos:R:3:forces:R:3
C 0.96533 0.88592 -3.43347 -3.78 0.54 3.04
Cu -1.82722 -0.64361 -0.25383 -0.02 -1.01 -1.49
N -3.33052 0.49047 0.41178 -1.59 1.27 -0.52
H 2.38467 0.46597 -4.64041 3.27 -0.74 -2.15
H 1.45544 0.56100 -4.30076 0.70 -0.24 -1.28
H 1.11126 0.11277 -2.68359 -0.07 -0.16 0.09
H 1.29256 1.83704 -3.05899 0.39 0.48 -0.12
H -0.07708 0.92502 -3.77970 -0.49 0.12 0.51
H -3.11412 1.30168 1.01162 0.07 -0.42 -0.39
H -3.84003 -0.17982 0.99466 -0.11 0.22 -0.35
H -3.93653 0.82170 -0.38344 0.62 -0.57 1.25
C 0.45948 -1.94735 2.56435 0.25 -0.51 0.44
S 0.18513 -0.17233 2.41834 -0.12 -0.04 -1.82
C 1.70621 0.51889 1.58284 0.46 -0.16 0.75
O -0.91174 -0.11757 1.33495 1.79 0.81 2.63
H 1.28192 -2.19012 3.24277 0.19 0.28 -0.14
H 0.58567 -2.45517 1.60544 -0.02 0.40 -0.02
H -0.43492 -2.35642 3.05411 0.02 0.35 -0.30
H 1.95852 0.06845 0.61343 -0.50 -0.02 0.28
H 1.47235 1.58450 1.45779 -0.16 -0.36 -0.13
H 2.61362 0.48897 2.24211 -0.91 -0.26 -0.28
```
Forces are in eV/Å.